Record 1
A structure of composition C6H11NO in a non-equilibrium geometry, computed with ωB97M-V/def2-TZVPD.

Positions of all 19 atoms, in Å:
1 C -1.450339 1.424960 0.264402
2 C -0.235801 0.397942 -1.186859
3 C 0.320706 0.074770 0.705268
4 C -0.701819 -0.779898 -2.025610
5 C 0.288612 -1.356036 1.177339
6 C 1.602386 0.706789 0.988164
7 N -1.292657 1.293563 -0.985721
8 O -0.802535 0.839556 1.179862
9 H -2.316140 1.748945 0.843213
10 H 0.631272 0.918887 -1.568976
11 H -1.382808 -1.435060 -1.429326
12 H 0.100242 -1.358353 -2.276901
13 H -1.338485 -0.485304 -2.839843
14 H 1.181792 -1.851825 1.007008
15 H -0.432776 -1.939589 0.584623
16 H 0.100610 -1.228615 2.331834
17 H 1.480764 1.102158 1.999509
18 H 1.783957 1.688665 0.509480
19 H 2.463019 0.238444 0.722534

Forces on atoms 1 to 6 (eV/Å):
-3.8 1.0 -1.3
1.4 -1.1 1.7
-1.5 -0.6 -4.9
-2.0 0.6 2.4
-2.5 1.5 1.7
-1.7 4.4 0.8

Calculated values
Spin multiplicity: 1
Kohn-Sham gap, hartree: 0.3556
Highest occupied orbital energy, eV: -8.8
LUMO energy, eV: 0.87


Record 2
A structure of composition C30H47BClN8O5OsP2S2 in a non-equilibrium geometry, computed with ωB97M-V/def2-TZVPD.

Positions of all 97 atoms, in Å:
1 Os 0.469322 -0.287572 -0.740906
2 C 3.012401 3.257267 -2.547428
3 N 3.796372 2.109283 -2.133672
4 C 4.982584 2.154007 -1.437969
5 C 5.396396 0.874568 -1.281371
6 N 4.473791 0.048215 -1.871269
7 B 4.597627 -1.484284 -2.034845
8 N 4.259657 -2.201578 -0.674787
9 C 4.755668 -3.440609 -0.371501
10 C 4.132407 -3.897983 0.743227
11 N 3.246642 -2.924601 1.124017
12 C 2.341333 -2.970730 2.258693
13 C 3.342438 -1.898008 0.245373
14 S 2.469743 -0.414097 0.485442
15 C 3.484526 0.812887 -2.370716
16 S 2.063302 0.253089 -3.145055
17 H 3.629778 4.148558 -2.465568
18 H 2.126968 3.356796 -1.926668
19 H 2.692118 3.126067 -3.578605
20 H 5.423385 3.080764 -1.116465
21 H 6.287888 0.492211 -0.816199
22 H 5.725262 -1.764957 -2.324982
23 H 3.787395 -1.846890 -2.834168
24 H 5.513292 -3.898719 -0.982005
25 H 4.245157 -4.815896 1.291935
26 H 2.155814 -4.009625 2.520258
27 H 1.404469 -2.481957 1.997266
28 H 2.775429 -2.455562 3.116356
29 C -2.789212 2.793340 3.453795
30 N -1.690103 2.569346 2.522970
31 C -1.099613 3.794046 1.977032
32 P -0.643745 1.296220 2.604440
33 O 0.051671 1.053472 1.326835
34 O -1.666179 0.105970 3.076936
35 P -2.146369 -1.228749 2.291138
36 O -1.187889 -1.687262 1.258332
37 N -2.279345 -2.303606 3.522357
38 C -2.042888 -3.723145 3.278100
39 C -3.142857 -2.003755 4.660367
40 N -3.684387 -0.817385 1.779128
41 C -3.754409 0.241768 0.767115
42 C -4.508991 -1.971215 1.413232
43 N 0.418460 1.492354 3.843090
44 C -0.058537 1.718356 5.201151
45 C 1.766685 0.944348 3.777622
46 H -2.504578 3.460251 4.273390
47 H -3.134352 1.844245 3.857944
48 H -3.615926 3.256815 2.911956
49 H -0.608277 4.395487 2.748937
50 H -1.889139 4.390434 1.517787
51 H -0.369750 3.526936 1.213248
52 H -1.546728 -3.846928 2.318278
53 H -2.980533 -4.287132 3.269983
54 H -1.405720 -4.129549 4.066296
55 H -3.286092 -0.928404 4.737760
56 H -2.668972 -2.365814 5.574188
57 H -4.120214 -2.485694 4.561196
58 H -3.141840 1.088773 1.067744
59 H -4.788664 0.577039 0.683881
60 H -3.423232 -0.104465 -0.215745
61 H -4.498988 -2.707183 2.217054
62 H -4.172186 -2.456690 0.489092
63 H -5.535015 -1.633440 1.270913
64 H -1.100663 2.029457 5.195253
65 H 0.538189 2.498163 5.677859
66 H 0.026129 0.806946 5.800811
67 H 2.035411 0.746942 2.745306
68 H 1.846851 0.015935 4.353591
69 H 2.470449 1.670971 4.188740
70 Cl -2.686880 5.864520 -5.764742
71 C -2.162556 4.641592 -4.665671
72 C -1.732000 5.005444 -3.396084
73 C -1.267463 4.026612 -2.538231
74 C -1.260815 2.692100 -2.935029
75 C -1.734536 2.334131 -4.192694
76 C -2.176268 3.312561 -5.065309
77 C -0.648301 1.679027 -2.051689
78 O -1.042085 0.460177 -2.091765
79 O 0.293182 1.986449 -1.284112
80 H -1.747180 6.044590 -3.098572
81 H -0.911436 4.282276 -1.548720
82 H -1.731348 1.292209 -4.486103
83 H -2.520722 3.057478 -6.057703
84 C 0.546705 -2.261406 -1.476336
85 C -0.013560 -2.433073 -2.840403
86 C -1.382128 -2.281839 -3.082400
87 C -1.906264 -2.485448 -4.345971
88 C -1.077556 -2.877123 -5.388879
89 C 0.282280 -3.035699 -5.162758
90 C 0.811091 -2.800090 -3.904998
91 H 1.567660 -2.641764 -1.430240
92 H -0.077271 -2.767327 -0.732787
93 H -2.033877 -1.986237 -2.267440
94 H -2.966232 -2.350203 -4.520104
95 H -1.491786 -3.059760 -6.371570
96 H 0.933088 -3.349313 -5.968313
97 H 1.876668 -2.907746 -3.738846

Forces on atoms 1 to 6 (eV/Å):
0.5 0.4 -1.1
-0.1 0.1 -0.1
0.1 -0.3 0.2
0.0 0.0 0.1
0.1 0.1 0.0
-0.1 0.1 -0.1

Calculated values
Spin multiplicity: 5
Kohn-Sham gap (alpha / beta), hartree: 0.2555 / 0.2216
Highest occupied orbital energy (alpha / beta), eV: -9.8 / -10.2
LUMO energy (alpha / beta), eV: -2.81 / -4.17
Charge: +1


Record 3
A cluster of 7 separate species, C36H76FN4O11S in total in a non-equilibrium geometry, computed with ωB97M-V/def2-TZVPD.

Positions of all 129 atoms, in Å:
1 C 0.727225 -1.621101 4.375450
2 C 0.623977 -1.486780 2.867011
3 C 0.388357 0.016776 2.265173
4 C 0.554846 0.106038 0.602644
5 C -0.264722 -1.037258 -0.201573
6 C -1.896257 -1.002966 -0.148080
7 C -2.538569 -1.391523 1.347220
8 C -4.074061 -2.022603 1.140326
9 C -5.154295 -0.832715 1.470050
10 C -5.386413 0.240047 0.237566
11 C -6.395022 1.448935 0.728177
12 C -6.484320 2.720693 -0.305912
13 O -5.386322 2.795360 -1.289057
14 C -5.351818 4.143897 -1.930144
15 C 0.333155 1.700509 0.359567
16 S -1.344483 2.470556 0.126504
17 O -1.900173 2.382973 -1.348628
18 O -1.156414 4.019360 0.371955
19 F -2.544030 1.968423 1.250512
20 C 1.352549 2.202060 -0.821961
21 N 2.035634 0.862163 -1.171415
22 C 3.218027 1.312965 -1.970544
23 C 4.758941 0.752569 -1.925597
24 C 6.021091 1.307430 -2.805929
25 N 5.821363 2.417338 -3.782296
26 C 4.426187 2.932266 -3.899302
27 C 3.059680 2.530148 -3.110546
28 C 2.156363 0.047349 0.091543
29 C 3.316097 0.418539 1.210022
30 N 3.260062 1.818564 1.760224
31 C 4.219741 1.875446 2.932869
32 C 2.679121 -1.491001 -0.319348
33 O 2.490472 -1.811329 -1.741334
34 N 2.365004 -3.165017 -1.926783
35 O 3.499491 -3.635130 -1.897029
36 H 0.062195 -0.861986 5.004733
37 H 1.403962 -2.433168 4.896432
38 H 0.715362 -2.485258 2.264903
39 H 1.088922 0.754642 2.839843
40 H -0.723186 0.394067 2.480776
41 H 0.018977 -1.086466 -1.360531
42 H 0.026136 -2.118402 0.216854
43 H -2.243074 -1.923443 -0.830051
44 H -2.407671 -0.071525 -0.636238
45 H -1.894721 -2.208416 1.882346
46 H -2.682458 -0.460407 2.040227
47 H -4.220734 -2.878687 1.940013
48 H -4.179853 -2.489878 0.069905
49 H -6.202152 -1.371569 1.651075
50 H -4.878310 -0.296177 2.500044
51 H -4.364814 0.731365 -0.054574
52 H -5.824289 -0.353007 -0.671495
53 H -6.152298 1.794703 1.823199
54 H -7.485816 0.964370 0.751684
55 H -7.508330 2.662229 -0.875893
56 H -6.440716 3.701831 0.336250
57 H -6.426757 4.629181 -2.017273
58 H -4.604994 4.886229 -1.398133
59 H -4.938826 3.981306 -3.029127
60 H 0.714061 2.279291 1.332819
61 H 2.095383 3.059902 -0.507858
62 H 0.675481 2.663792 -1.659669
63 H 1.367278 0.527429 -1.929415
64 H 5.021625 -0.152554 -1.193866
65 H 7.102716 0.853116 -2.685365
66 H 4.288795 3.795448 -4.716033
67 H 2.050320 3.065074 -3.364467
68 H 4.414309 0.232418 0.855436
69 H 3.151857 -0.315355 2.137734
70 H 3.595802 2.468706 0.995704
71 H 4.275673 2.944922 3.412452
72 H 3.909182 1.080821 3.753714
73 H 5.293554 1.547743 2.532069
74 H 2.179227 -2.322732 0.377066
75 H 3.847524 -1.627127 -0.112760
76 C 4.629341 4.571193 7.630834
77 C 4.359674 4.847724 6.166253
78 O 3.668280 3.752036 5.585077
79 H 5.224418 3.659461 7.747080
80 H 5.166019 5.404599 8.092791
81 H 3.692158 4.411041 8.173829
82 H 5.299478 4.985268 5.623246
83 H 3.754181 5.750739 6.042360
84 H 2.831479 3.643638 6.068843
85 C 2.698974 6.658293 -3.600979
86 C 1.397638 6.263064 -4.267692
87 O 0.886605 5.080256 -3.670925
88 H 3.437011 5.854481 -3.690819
89 H 3.108671 7.566123 -4.052626
90 H 2.548285 6.833958 -2.530820
91 H 1.556943 6.067100 -5.332223
92 H 0.650289 7.056482 -4.170909
93 H 0.740611 5.267370 -2.727692
94 C -5.627513 -6.217175 0.713031
95 C -4.916592 -5.831775 -0.567689
96 O -3.756115 -5.070333 -0.267987
97 H -5.911656 -5.324064 1.279157
98 H -6.527218 -6.800977 0.499259
99 H -4.969361 -6.807480 1.358926
100 H -5.570104 -5.223640 -1.200223
101 H -4.617774 -6.719673 -1.133156
102 H -3.178638 -5.622273 0.286899
103 C -1.418711 -6.750667 -3.325842
104 C -2.241283 -5.853763 -4.227578
105 O -3.417022 -5.433238 -3.551473
106 H -1.999671 -7.627505 -3.021664
107 H -0.510693 -7.087418 -3.833872
108 H -1.134948 -6.223205 -2.409291
109 H -2.541245 -6.391540 -5.131914
110 H -1.671698 -4.968230 -4.525593
111 H -3.139701 -4.949470 -2.754556
112 C 7.796811 6.061195 2.376409
113 C 6.478431 5.618133 2.976208
114 O 6.022222 6.584039 3.911741
115 H 8.549804 6.196496 3.159722
116 H 8.164679 5.325048 1.656163
117 H 7.687375 7.025766 1.870018
118 H 6.597207 4.664937 3.499959
119 H 5.716686 5.493160 2.200622
120 H 5.911815 7.424568 3.434941
121 C -3.303189 -9.951305 -3.961091
122 C -4.621569 -10.394367 -3.361292
123 O -5.077778 -9.428461 -2.425759
124 H -2.550196 -9.816004 -3.177778
125 H -2.935321 -10.687452 -4.681337
126 H -3.412625 -8.986734 -4.467482
127 H -4.502793 -11.347563 -2.837541
128 H -5.383314 -10.519340 -4.136878
129 H -5.188185 -8.587932 -2.902559

Forces on atoms 1 to 6 (eV/Å):
-0.7 0.7 -4.2
0.4 -0.1 5.0
-1.2 -1.1 -0.1
1.1 0.5 1.3
-0.8 -0.6 -0.7
-0.6 -1.5 0.3

Calculated values
Spin multiplicity: 1
Kohn-Sham gap, hartree: 0.2649
Highest occupied orbital energy, eV: -11.0
LUMO energy, eV: -3.84
Charge: +1


Record 4
A structure of composition CH10N3 in a non-equilibrium geometry, computed with ωB97M-V/def2-TZVPD.

Positions of all 14 atoms, in Å:
1 N 1.788654 -0.040069 0.701443
2 H 0.948512 0.373758 -0.151515
3 H 1.353090 0.075444 1.623254
4 H 1.838808 -1.051286 0.574838
5 H 2.780300 0.105281 0.901929
6 N -1.506795 0.318828 0.705071
7 C -1.002409 -0.322686 -0.469366
8 N 0.077582 0.454184 -1.145072
9 H -1.766248 -0.341457 1.412877
10 H -2.125080 1.107756 0.604590
11 H -0.570635 -1.292531 -0.182446
12 H -1.777961 -0.703983 -1.145460
13 H -0.268516 1.368458 -1.413139
14 H 0.230694 -0.051693 -2.017003

Forces on atoms 1 to 6 (eV/Å):
0.3 -1.2 1.6
0.9 0.4 -1.2
-0.1 0.0 -0.2
-0.5 -0.2 -0.1
0.0 1.1 -0.7
1.2 0.2 -0.1

Calculated values
Spin multiplicity: 1
Kohn-Sham gap, hartree: 0.3925
Highest occupied orbital energy, eV: -13.9
LUMO energy, eV: -3.22
Charge: +1